Entry 1:
50
Properties=species:S:1:pos:R:3:forces:R:3:nbo_charge:R:1 method="wB97M-V/def2-TZVPD" spin_multiplicity=1 e_homo_ha=-0.0846 charge=-1 largest_force_ha_per_bohr=0.2125 orbital_gap_ev=4.677 e_lumo_ev=2.3753
C -0.3586 -0.4351 0.0847 -1.1 0.4 0.5 -0.75
C 0.1207 0.9312 -0.6873 3.5 0.3 -4.8 0.79
O 0.9708 0.7902 -1.7417 -5.2 1.0 6.4 -0.65
O -0.3131 2.3053 -0.3897 1.2 -4.7 0.9 -0.51
C -0.9064 2.4276 0.9522 -2.0 1.3 1.6 -0.11
C -2.5308 2.0293 0.9635 1.1 0.0 -0.1 -0.46
C -3.2781 2.4921 -0.4212 -0.2 -1.2 0.2 -0.27
N -4.7240 2.0444 -0.4447 1.6 5.1 1.0 -0.55
O -4.7434 0.8125 -1.0366 -2.3 -5.7 2.6 -0.38
C -5.3051 -0.1109 -0.0148 1.0 -7.2 2.0 0.55
N -5.5346 -1.1925 0.6900 1.4 9.2 -5.6 -0.56
H 0.2748 -1.3644 -0.2419 -1.0 2.2 0.5 0.26
H -1.4831 -0.6839 -0.2115 2.4 0.8 0.5 0.28
H -0.3795 -0.3174 1.2717 0.2 -0.1 -2.7 0.24
H -0.8894 3.5921 1.2140 0.3 -2.5 -0.8 0.19
H -0.3045 1.9020 1.8088 -1.0 0.9 -2.0 0.20
H -2.6465 0.8528 1.1168 0.0 2.6 -0.2 0.20
H -3.0047 2.6401 1.8532 0.8 -1.5 -1.6 0.21
H -2.7414 1.9560 -1.3311 -0.7 1.3 1.7 0.16
H -3.1848 3.6669 -0.4960 -0.3 -2.3 0.0 0.17
C -4.2650 -4.0781 -0.8415 0.2 0.1 0.5 -0.72
C -2.8859 -3.7831 -1.3679 1.0 0.5 1.2 0.60
O -1.9838 -3.4081 -0.6206 -1.0 -0.5 -1.0 -0.56
C -2.6533 -3.9647 -2.8441 0.5 0.2 -0.1 -0.72
H -4.2858 -3.9035 0.2395 0.0 0.1 -0.3 0.25
H -4.9935 -3.4163 -1.3167 0.0 -0.1 0.0 0.25
H -4.5195 -5.1236 -1.0319 -0.1 0.1 -0.2 0.21
H -3.3098 -3.2979 -3.4084 -0.1 -0.2 0.0 0.24
H -2.8360 -5.0052 -3.1237 -0.2 0.1 -0.1 0.22
H -1.6133 -3.7156 -3.0807 -0.2 0.0 0.1 0.23
C 2.2880 2.9447 5.5309 -0.5 0.2 0.1 -0.72
C 2.1394 2.6335 4.0655 -1.5 0.3 -0.9 0.59
O 1.0819 2.8410 3.4727 1.5 -0.3 0.9 -0.54
C 3.3348 2.0589 3.3536 -0.2 0.0 -0.5 -0.72
H 1.3463 3.3532 5.9124 0.2 -0.1 -0.1 0.24
H 2.5219 2.0308 6.0828 0.2 0.1 0.0 0.23
H 3.0757 3.6884 5.6746 0.1 -0.2 0.1 0.23
H 3.6152 1.1056 3.8085 0.2 0.1 0.1 0.23
H 4.1691 2.7631 3.4004 0.1 -0.2 0.1 0.23
H 3.0817 1.8846 2.3023 0.0 0.0 0.2 0.25
C 3.7081 -0.4882 -2.3581 0.2 -0.2 0.5 -0.71
C 4.9880 -1.2782 -2.4204 0.2 -0.5 1.4 0.59
O 5.4354 -1.8485 -1.4267 -0.4 0.6 -1.2 -0.56
C 5.6991 -1.3436 -3.7455 0.5 -0.3 0.1 -0.72
H 3.3058 -0.5288 -1.3403 0.1 0.0 -0.3 0.25
H 3.9031 0.5559 -2.6157 -0.2 -0.1 -0.2 0.23
H 2.9725 -0.9182 -3.0424 0.0 0.3 0.0 0.24
H 5.9828 -0.3377 -4.0648 -0.2 -0.1 -0.1 0.23
H 5.0522 -1.8116 -4.4916 0.0 0.2 0.0 0.23
H 6.6070 -1.9472 -3.6406 -0.2 0.1 0.0 0.23

Entry 2:
51
Properties=species:S:1:pos:R:3:forces:R:3:nbo_charge:R:1 method="wB97M-V/def2-TZVPD" spin_multiplicity=1 e_homo_ha=-0.0385 charge=-1 largest_force_ha_per_bohr=0.0158 orbital_gap_ev=2.105 de_lowest_kj_mol=0.0 e_lumo_ev=1.0587
C -4.0166 5.5295 1.0021 0.0 0.0 0.0 -0.42
N -4.9598 4.8847 0.0932 -0.1 0.1 0.0 -0.61
C -4.3556 4.4022 -1.1350 0.1 0.3 0.1 -0.26
C -3.3573 3.3078 -0.9068 -0.2 -0.1 -0.2 -0.07
C -3.4267 2.0999 -0.3366 0.1 0.2 0.2 -0.43
P -4.7254 1.0112 0.3500 0.0 -0.4 0.0 1.26
N -4.0049 0.3461 1.7441 0.3 0.2 -0.3 -1.15
O -5.6922 2.1375 1.0511 0.1 0.0 0.0 -0.97
C -2.0458 1.5027 -0.4860 -0.2 -0.1 -0.1 0.77
O -1.5337 0.6317 0.1333 -0.1 -0.1 -0.2 -0.49
O -1.3646 2.2361 -1.4483 0.4 0.3 0.6 -0.49
C -1.9620 3.4763 -1.4244 -0.1 -0.2 0.0 0.75
O -1.3852 4.4793 -1.6936 0.0 0.2 -0.4 -0.52
H -3.0815 5.8060 0.5007 0.0 0.0 0.0 0.19
H -3.7695 4.8734 1.8401 0.0 0.0 0.0 0.19
H -4.4503 6.4398 1.4163 0.0 0.0 0.0 0.20
H -5.7269 5.5021 -0.1247 0.0 0.0 -0.1 0.36
H -5.1372 4.0381 -1.8058 0.0 -0.1 0.1 0.22
H -3.8208 5.2024 -1.6667 0.0 0.0 -0.1 0.19
H -3.4411 1.0234 2.2513 -0.1 0.0 0.1 0.38
H -3.3681 -0.4032 1.4803 -0.2 -0.1 0.1 0.41
H -6.3169 1.6641 1.6120 -0.2 0.0 0.0 0.49
C 4.8529 -3.4063 -0.9469 0.0 0.0 0.0 -0.61
C 3.4555 -3.5242 -0.3075 0.0 0.0 0.1 0.11
C 3.5680 -3.1761 1.1867 0.0 0.0 0.1 -0.41
C 3.7621 -1.6850 1.4813 -0.1 0.0 0.0 -0.41
C 3.1120 -0.7874 0.4166 0.1 0.0 0.0 -0.40
C 1.9961 -1.4698 -0.3805 -0.1 0.0 0.2 0.11
N 2.5410 -2.6375 -1.0529 0.1 0.1 -0.5 -0.23
O 1.5479 -3.3131 -1.7841 0.0 0.0 0.1 -0.86
C 1.5408 -0.4968 -1.4715 -0.1 0.1 0.0 -0.60
C 0.7760 -1.7568 0.5212 0.0 0.0 0.1 -0.65
C 3.0109 -4.9817 -0.4025 0.1 -0.1 0.1 -0.60
H 4.7793 -3.6715 -2.0029 0.0 0.0 0.0 0.21
H 5.5830 -4.0698 -0.4645 0.0 0.0 0.0 0.17
H 5.2204 -2.3798 -0.8815 0.0 0.0 0.0 0.19
H 2.6601 -3.5225 1.6844 0.0 0.0 0.0 0.20
H 4.3865 -3.7579 1.6273 0.0 0.0 0.0 0.19
H 3.3296 -1.4659 2.4627 0.0 0.0 0.0 0.19
H 4.8263 -1.4453 1.5646 0.0 0.0 0.0 0.19
H 2.7173 0.1184 0.8895 0.0 0.0 0.0 0.19
H 3.8663 -0.4537 -0.3030 0.0 -0.1 0.0 0.20
H 2.3603 -0.3330 -2.1742 0.0 0.0 0.0 0.20
H 1.2416 0.4639 -1.0354 0.0 0.0 0.0 0.17
H 0.7000 -0.9209 -2.0179 0.0 -0.1 0.0 0.23
H 0.3869 -0.8352 0.9636 0.0 0.0 0.0 0.18
H 1.0179 -2.4432 1.3339 0.0 0.0 0.0 0.18
H -0.0056 -2.2148 -0.0853 0.1 -0.1 0.0 0.23
H 3.7323 -5.6124 0.1352 0.0 0.0 0.0 0.16
H 2.9538 -5.2989 -1.4404 0.0 0.0 0.0 0.23
H 2.0228 -5.1137 0.0371 0.0 0.0 -0.1 0.21

Entry 3:
53
Properties=species:S:1:pos:R:3:forces:R:3:nbo_charge:R:1 method="wB97M-V/def2-TZVPD" spin_multiplicity=1 e_homo_ha=-0.4079 charge=+1 largest_force_ha_per_bohr=0.0249 orbital_gap_ev=5.693 e_lumo_ev=-5.4057
N -1.7385 2.9021 4.5483 -0.1 -0.1 -0.1 -0.84
C -1.7402 2.4892 3.1435 0.2 -0.5 0.4 -0.20
C -0.3105 2.5918 2.5660 -0.5 0.3 -0.2 -0.47
C 0.5778 1.6151 3.2432 0.2 0.5 0.0 0.11
C 1.3452 1.9938 4.3782 -0.1 0.3 0.0 0.04
N 2.1362 1.1931 5.0278 -0.1 -0.1 0.1 -0.16
N 2.2167 -0.0688 4.6022 -0.1 0.0 -0.2 -0.14
C 3.0949 -0.9184 5.3989 0.3 0.5 0.0 -0.50
S 2.2291 -1.5250 6.8707 0.2 -0.5 -0.2 2.03
O 3.2020 -1.6113 7.9045 0.0 0.1 0.1 -0.88
O 1.4353 -2.6404 6.4665 -0.2 0.1 -0.1 -0.90
C 1.5059 -0.5433 3.5621 0.2 -0.5 0.0 0.56
O 1.6364 -1.8169 3.2741 -0.3 0.1 0.7 -0.50
N 2.1299 -2.0466 1.7429 -0.2 -0.5 -1.2 0.49
O 1.6607 -2.9744 1.3346 0.4 0.4 0.4 -0.05
C 0.6705 0.3162 2.8498 0.0 -0.1 -0.1 -0.27
H -1.5300 2.1038 5.1384 0.0 0.0 0.0 0.35
H -2.6648 3.1950 4.8351 0.0 0.2 -0.1 0.38
H -2.4111 3.1064 2.5514 0.1 0.1 0.1 0.23
H -2.0667 1.4458 3.0492 -0.1 0.1 -0.3 0.17
H -0.3609 2.4003 1.4924 0.1 -0.1 0.0 0.24
H 0.0303 3.6174 2.7074 0.1 -0.1 0.1 0.25
H 1.2860 3.0085 4.7536 0.1 -0.1 0.0 0.25
H 3.4611 -1.7584 4.8173 -0.2 -0.1 0.1 0.28
H 3.9260 -0.3009 5.7323 -0.1 0.0 0.0 0.28
H 1.3954 -0.4761 7.0833 0.0 0.1 0.1 -0.01
H 0.0964 -0.0646 2.0151 0.0 -0.1 0.0 0.26
C -0.1783 0.0932 -2.1050 0.0 0.0 -0.1 -0.43
C 0.9374 1.0354 -2.5563 0.0 0.0 0.1 -0.43
C 0.1416 2.2498 -3.0195 0.0 -0.1 -0.1 -0.07
O -1.0364 2.2883 -2.2035 0.0 0.1 0.0 -0.53
C -1.1755 1.0702 -1.4925 0.1 0.0 0.0 -0.06
H 0.1494 -0.6762 -1.4043 0.0 0.0 0.0 0.19
H -0.6223 -0.4018 -2.9706 0.0 0.0 0.0 0.22
H 1.5742 1.3007 -1.7076 0.0 0.0 0.0 0.19
H 1.5709 0.6236 -3.3394 0.0 0.0 0.0 0.23
H -0.1599 2.1502 -4.0655 0.0 0.0 0.0 0.18
H 0.6834 3.1878 -2.9029 0.0 0.0 0.0 0.19
H -0.9417 1.2527 -0.4307 0.0 -0.1 0.0 0.12
H -2.2080 0.7258 -1.5611 0.0 0.0 0.0 0.19
C -1.2581 -3.1042 -5.5795 0.0 0.1 0.0 -0.43
C -2.3717 -2.8909 -6.6042 0.1 0.0 0.0 -0.43
C -2.3391 -1.3776 -6.7814 0.0 0.0 0.1 -0.07
O -0.9809 -0.9801 -6.5764 0.0 0.0 0.1 -0.54
C -0.2374 -2.0625 -6.0214 0.0 0.0 -0.1 -0.06
H -0.8523 -4.1144 -5.5723 0.0 0.0 0.0 0.22
H -1.6255 -2.8767 -4.5754 0.0 0.0 0.0 0.19
H -2.1179 -3.3886 -7.5418 0.0 0.0 0.0 0.21
H -3.3446 -3.2548 -6.2787 0.0 0.0 0.0 0.22
H -2.9693 -0.8782 -6.0374 0.0 0.0 0.0 0.16
H -2.6561 -1.0548 -7.7728 0.0 0.0 0.0 0.19
H 0.4307 -2.4655 -6.7897 0.0 0.0 0.0 0.17
H 0.3745 -1.6849 -5.1989 0.0 0.0 0.0 0.17

Entry 4:
50
Properties=species:S:1:pos:R:3:forces:R:3:nbo_charge:R:1 method="wB97M-V/def2-TZVPD" spin_multiplicity=1 e_homo_ha=-0.5362 charge=+2 largest_force_ha_per_bohr=0.0109 orbital_gap_ev=7.301 de_lowest_kj_mol=0.0 e_lumo_ev=-7.2896
Zr -0.1131 -0.6442 -0.2583 0.6 0.0 0.1 1.96
C -1.3908 -4.1076 2.3928 0.0 0.0 0.0 -0.70
C -0.9407 -2.8178 1.8070 -0.1 0.0 -0.1 0.32
N -1.0898 -2.4987 0.5617 -0.1 -0.1 0.0 -0.38
N -1.6847 -3.4284 -0.2494 0.1 0.1 0.0 -0.40
C -2.0103 -2.9779 -1.4271 0.0 0.0 0.0 0.35
N -2.6166 -3.7978 -2.2811 0.0 0.1 -0.1 -0.74
S -1.7446 -1.3182 -1.9982 0.0 -0.1 0.0 -0.28
C -0.2820 -1.7983 2.6481 0.1 -0.1 0.0 0.17
C 0.0150 -2.0277 3.9769 -0.1 0.1 0.1 -0.20
C 0.6254 -1.0239 4.7191 0.0 0.0 0.0 -0.08
C 0.9271 0.1788 4.1052 0.0 0.0 0.0 -0.22
C 0.6278 0.3281 2.7631 0.0 0.0 0.1 0.09
N 0.0390 -0.6330 2.0390 0.0 0.0 -0.1 -0.58
H -1.9932 -4.6583 1.6812 0.0 0.0 0.0 0.28
H -0.5216 -4.7151 2.6589 0.0 0.0 0.0 0.26
H -1.9664 -3.9330 3.3026 0.0 0.0 0.0 0.25
H -2.8297 -4.7422 -2.0004 0.0 0.0 0.0 0.43
H -2.8850 -3.4872 -3.1984 0.0 0.0 0.0 0.43
H -0.2334 -2.9745 4.4323 0.0 0.0 0.0 0.26
H 0.8608 -1.1838 5.7627 0.0 0.0 0.0 0.26
H 1.3968 0.9875 4.6457 0.0 0.0 0.0 0.26
H 0.8790 1.2433 2.2455 0.0 0.0 0.0 0.22
C 2.9212 -1.7694 -0.6458 0.0 -0.1 -0.1 -0.25
O 1.5411 -1.4147 -0.5939 -0.2 0.1 0.1 -0.84
H 3.0944 -2.4248 -1.4965 0.0 0.0 0.0 0.22
H 3.1872 -2.2870 0.2735 0.0 0.0 0.0 0.21
H 3.5165 -0.8637 -0.7488 0.0 0.0 0.0 0.20
C 1.9703 4.7628 -1.6180 0.0 0.0 0.0 -0.64
C 0.6854 4.2908 -0.9490 0.1 -0.1 0.1 -0.61
Sb 0.7519 2.1665 -0.6412 -0.3 0.0 -0.1 0.96
C -1.3587 1.8800 0.0489 -0.1 0.0 0.0 -0.71
C -2.3695 2.6834 -0.7733 0.0 0.0 0.0 -0.63
C 0.3552 1.5240 -2.6886 0.1 0.0 0.0 -0.72
C 1.4991 0.7427 -3.3318 0.0 0.0 0.0 -0.63
H 1.8958 5.8340 -1.8066 0.0 0.0 0.0 0.26
H 2.1349 4.2745 -2.5796 0.0 0.0 0.0 0.22
H 2.8456 4.5977 -0.9911 0.0 0.0 0.0 0.23
H -0.1930 4.4617 -1.5693 0.0 0.0 0.0 0.24
H 0.5295 4.7450 0.0281 0.0 0.0 0.0 0.24
H -1.3537 2.2071 1.0911 0.0 0.0 0.0 0.25
H -1.7892 0.8558 0.0981 0.0 0.0 0.0 0.17
H -2.1845 3.7515 -0.6745 0.0 0.0 0.0 0.23
H -3.3826 2.4922 -0.4201 0.0 0.0 0.0 0.25
H -2.3349 2.4259 -1.8322 0.0 0.0 0.0 0.22
H 0.1891 2.4668 -3.2146 0.0 0.0 0.1 0.26
H -0.6004 0.9975 -2.7637 0.0 0.0 0.0 0.23
H 2.4574 1.2459 -3.1957 0.0 0.0 0.0 0.22
H 1.3301 0.6498 -4.4046 0.0 0.0 0.0 0.25
H 1.5927 -0.2664 -2.9300 0.0 0.0 0.0 0.21